Computed, not measured: a cluster of 2 separate species, C4H6O2 in total in a non-equilibrium geometry, with ωB97M-V with the def2-TZVPD basis set.

Last column: natural (NBO) charge in e.
Cartesian coordinates (Å):
C: 0.716303 -1.206016 -1.635444  -0.15
C: 0.176987 1.027262 1.677949  0.45
C: -0.253136 -0.204279 -2.057518  0.27
C: -0.986299 0.463966 0.953631  -0.74
O: 0.958034 -0.277825 -2.582445  -0.49
O: 1.311030 0.872885 1.350535  -0.53
H: 1.268815 -0.991524 -0.656725  0.20
H: 0.665269 -2.324516 -1.857391  0.19
H: -0.105599 1.773425 2.540862  0.09
H: -0.608565 -0.232070 0.065839  0.24
H: -1.576903 1.238578 0.510156  0.24
H: -1.565936 -0.139886 1.690552  0.23

Force components x, y, z for each atom (eV/Å):
C 0.3 -3.6 4.7
C -1.0 1.9 0.8
C -0.8 -0.2 -0.1
C 0.8 -3.0 -1.0
O 1.6 2.5 -3.7
O 1.0 -0.3 0.1
H -0.8 -0.5 -1.2
H 0.0 1.7 -0.2
H 0.5 -1.1 -0.9
H -1.0 1.6 2.3
H -0.5 0.5 0.0
H 0.0 0.5 -0.6

The calculation puts the frontier orbital gap (spin up / spin down) at 0.3193 / 0.2785 Eh. As for the spin multiplicity: 3. The total energy is -306.2162 Ha. For the HOMO energy (spin up / spin down), the calculation gives -7.618 / -9.922 eV.

***

Computed, not measured: a cluster of 2 separate species, C6H16O2Si in total in a non-equilibrium geometry, with ωB97M-V with the def2-TZVPD basis set.

Last column: natural (NBO) charge in e.
Cartesian coordinates (Å):
C: 0.015116 1.864862 -1.286098  -0.60
C: -0.453852 -0.711380 -1.783188  -0.66
C: -1.908670 0.497286 -0.247199  -0.60
C: 0.502291 0.127231 2.482807  -1.17
C: 2.324896 -1.003608 0.040379  -1.11
C: -0.501109 0.480039 -0.791457  -0.52
O: -0.397501 -3.400907 1.760032  -0.54
O: -0.779444 -2.790339 0.590376  -0.58
Si: 0.615687 -0.223960 0.613697  1.86
H: -0.883151 2.529050 -1.704512  0.21
H: 0.496771 2.516394 -0.537165  0.21
H: 0.584074 1.659551 -2.081897  0.21
H: -0.900997 -1.702454 -1.384177  0.29
H: 0.550842 -0.957584 -2.221529  0.21
H: -1.009668 -0.338330 -2.622172  0.21
H: -2.702811 1.074950 -0.875399  0.22
H: -2.231192 -0.418945 0.014491  0.23
H: -1.969508 1.122966 0.810559  0.19
H: 0.736665 1.059501 2.746483  0.24
H: -0.546059 -0.097487 2.863847  0.28
H: 1.278089 -0.397422 3.007449  0.26
H: 2.132993 -1.476466 -0.817913  0.24
H: 3.027513 -0.205873 -0.171016  0.24
H: 2.629047 -1.654407 0.868546  0.26
H: -1.060292 -3.874781 2.209602  0.43

Force components x, y, z for each atom (eV/Å):
C -4.3 1.2 1.8
C 0.6 -0.8 -0.5
C -0.9 6.1 1.8
C -2.1 -3.3 -1.5
C -1.3 2.7 3.9
C 0.7 -0.7 1.6
O 3.6 0.1 1.2
O -0.2 2.5 -1.3
Si 0.1 -2.3 0.0
H 1.6 -1.5 0.9
H 0.0 -0.5 -0.3
H 2.7 -0.3 -2.9
H 0.7 1.8 -0.4
H -0.7 0.4 0.6
H -0.7 -0.3 -0.7
H 1.5 -1.2 0.6
H -1.2 -3.3 0.6
H 0.2 -1.3 -2.4
H 0.5 4.3 0.6
H 1.4 0.0 -0.4
H 0.1 -1.1 0.1
H -0.6 -2.2 -3.1
H 0.4 0.1 0.2
H 0.2 0.1 -0.4
H -2.3 -0.5 0.1

The calculation puts the frontier orbital gap (spin up / spin down) at 0.2462 / 0.2465 Eh. The total energy is -677.9386 Ha. For the HOMO energy (spin up / spin down), the calculation gives -6.839 / -6.846 eV.

***

Computed, not measured: a cluster of 2 separate species, C5H5NO in total in a non-equilibrium geometry, with ωB97M-V with the def2-TZVPD basis set.

Last column: natural (NBO) charge in e.
Cartesian coordinates (Å):
O: 0.677445 -0.614880 2.259305  -0.66
C: 0.522467 1.955033 -0.650284  -0.30
C: 0.426815 0.682425 -1.029909  -0.32
C: -0.040423 -1.380403 1.465979  0.29
C: -0.669968 -2.066937 0.705633  -0.38
C: -0.693934 0.181988 -1.779479  0.26
N: -1.581912 -0.236702 -2.393810  -0.31
H: 0.338287 -0.689461 3.162838  0.50
H: -0.246931 2.684781 -0.885345  0.21
H: 1.383043 2.294237 -0.082944  0.21
H: 1.191374 -0.049442 -0.786399  0.25
H: -1.240725 -2.649797 0.018979  0.25

Force components x, y, z for each atom (eV/Å):
O -0.1 -0.1 0.0
C 0.0 -0.1 0.0
C 0.1 0.2 0.1
C -0.3 -0.4 -0.3
C 0.3 0.3 0.3
C -0.7 -0.3 -0.5
N 0.8 0.4 0.6
H 0.1 0.0 -0.1
H 0.1 -0.1 0.0
H -0.1 -0.1 -0.1
H -0.1 0.1 0.0
H 0.1 0.1 0.1

The calculation puts the frontier orbital gap at 0.3733 Eh. The total energy is -323.3890 Ha. For the HOMO energy, the calculation gives -9.783 eV. As for the SMILES: C=CC#N.C#CO.

***

Computed, not measured: the ion C4H10NO with charge +1 in a non-equilibrium geometry, with ωB97M-V with the def2-TZVPD basis set.

Last column: natural (NBO) charge in e.
Cartesian coordinates (Å):
O: -0.621816 1.957548 0.873186  -0.46
C: -1.171819 0.914277 0.655344  0.40
C: -0.669576 -0.004550 -0.427188  -0.13
C: 0.535436 -0.886809 0.014724  -0.43
C: 1.086897 -0.749808 1.456058  -0.62
N: -0.324646 0.826083 -1.701075  -0.68
H: -1.912197 0.432072 1.295715  0.16
H: -1.462548 -0.658688 -0.802660  0.23
H: 1.385093 -0.879708 -0.694238  0.24
H: 0.052719 -1.857920 0.162551  0.24
H: 1.721593 0.140981 1.437698  0.22
H: 0.362007 -0.804525 2.259459  0.23
H: 1.884554 -1.498138 1.538190  0.25
H: -0.638889 0.303622 -2.521556  0.44
H: 0.653596 1.079792 -1.838632  0.45
H: -0.880403 1.685769 -1.707576  0.45

Force components x, y, z for each atom (eV/Å):
O -0.6 0.1 -0.3
C 1.2 -0.3 0.4
C 0.5 -0.1 -1.5
C -0.9 -1.0 1.5
C 1.8 1.2 -1.5
N -0.7 -0.1 0.3
H -0.4 0.3 0.4
H 0.0 0.1 0.3
H -0.7 -0.2 0.1
H 0.4 -0.3 -1.2
H -0.6 0.4 0.9
H 0.1 0.1 0.0
H -0.7 -0.4 0.3
H 0.3 -0.1 0.0
H 0.1 0.0 0.3
H 0.2 0.2 0.1

The calculation puts the frontier orbital gap at 0.3959 Eh. The total energy is -288.1094 Ha. Its charge is +1. For the HOMO energy, the calculation gives -14.809 eV. As for the SMILES: CC[C@H]([NH3+])C=O.

***

Computed, not measured: a cluster of 2 separate species, C4H6N2 in total in a non-equilibrium geometry, with ωB97M-V with the def2-TZVPD basis set.

Last column: natural (NBO) charge in e.
Cartesian coordinates (Å):
C: 1.593080 0.479425 1.841441  -0.71
C: 1.927073 1.107632 3.185659  0.28
N: 2.220089 1.570138 4.214306  -0.33
H: 0.593429 0.859379 1.630643  0.25
H: 1.587774 -0.608782 1.903697  0.25
H: 2.134021 0.800229 0.951177  0.25
C: -1.327425 -0.627517 -2.674327  -0.71
C: -2.342664 -0.914978 -1.642118  0.28
N: -3.107978 -1.053608 -0.790385  -0.33
H: -0.446648 -1.261248 -2.570793  0.25
H: -1.020434 0.382703 -2.403526  0.25
H: -1.810318 -0.733373 -3.645775  0.26

Force components x, y, z for each atom (eV/Å):
C -0.7 0.9 1.1
C 1.0 0.1 0.1
N -0.7 -0.8 -1.9
H -0.3 -0.4 0.0
H 0.0 0.2 0.1
H 0.7 0.2 0.6
C -0.6 0.0 1.0
C -0.1 -0.3 0.5
N 0.5 0.0 -0.6
H -0.3 -0.2 -0.1
H 0.1 0.2 -0.7
H 0.4 0.3 0.0

The calculation puts the frontier orbital gap at 0.4429 Eh. The total energy is -265.4920 Ha. For the HOMO energy, the calculation gives -11.783 eV. As for the SMILES: CC#N.CC#N.

***

Computed, not measured: a structure of composition C24H22BrFN4OPdSi, with ωB97M-V with the def2-TZVPD basis set.

Last column: natural (NBO) charge in e.
Cartesian coordinates (Å):
Pd: -1.231488 0.459009 -1.320212  0.69
C: -4.349874 -0.535778 -4.772226  -1.15
Si: -2.852447 -0.409263 -3.674574  1.76
C: -1.411753 0.225310 -4.665599  -1.13
C: -2.553976 -2.087920 -2.913167  -1.13
N: -2.931535 0.732586 -2.230570  -0.81
C: -3.929812 1.604192 -1.880279  -0.02
C: -5.162884 1.710242 -2.560940  -0.15
C: -6.124923 2.616520 -2.181973  -0.22
C: -5.904519 3.459742 -1.094876  -0.11
C: -4.713909 3.390466 -0.387759  -0.31
C: -3.762813 2.481343 -0.783019  0.50
F: -2.620386 2.434302 -0.084060  -0.32
H: -4.102341 -1.286270 -5.529097  0.27
H: -4.584875 0.386712 -5.305103  0.25
H: -5.243578 -0.890498 -4.256421  0.25
H: -1.362131 -0.301975 -5.621852  0.26
H: -0.462357 0.074742 -4.148971  0.24
H: -1.516992 1.290389 -4.880703  0.26
H: -2.642343 -2.855872 -3.685873  0.26
H: -3.299056 -2.311032 -2.146015  0.25
H: -1.559644 -2.172441 -2.471621  0.23
H: -5.350370 1.063708 -3.400478  0.23
H: -7.055191 2.672684 -2.729557  0.24
H: -6.661934 4.172129 -0.797595  0.24
H: -4.512320 4.032013 0.458692  0.25
Br: 7.357114 1.584686 6.963913  0.27
C: 6.560937 0.509207 5.694849  0.02
C: 7.295131 -0.537738 5.121890  -0.26
C: 6.686319 -1.339554 4.196245  -0.05
C: 5.350132 -1.071143 3.796183  0.00
C: 4.606118 -0.022502 4.410336  -0.08
C: 5.213209 0.758152 5.345986  -0.26
N: 4.876912 -1.875622 2.832742  0.05
N: 3.746172 -1.771448 2.343660  -0.06
C: 3.063198 -1.104871 1.501160  0.19
C: 3.734781 -0.184058 0.565892  -0.17
C: 3.048406 0.481807 -0.362403  -0.23
C: 1.590084 0.315089 -0.485581  0.59
O: 0.937568 0.912248 -1.322884  -0.51
C: 0.909526 -0.632261 0.435870  0.07
N: -0.410203 -0.747790 0.255806  -0.42
C: -1.079131 -1.596270 1.030658  0.10
C: -0.450498 -2.366452 2.006589  -0.20
C: 0.911130 -2.246210 2.192186  -0.12
C: 1.611710 -1.347674 1.389332  -0.03
H: 8.318902 -0.707421 5.422795  0.27
H: 7.202914 -2.170599 3.733681  0.26
H: 3.565178 0.135174 4.158707  0.23
H: 4.678432 1.555194 5.842623  0.26
H: 4.808748 -0.080365 0.656910  0.25
H: 3.526427 1.156258 -1.060842  0.27
H: -2.145223 -1.663605 0.861992  0.24
H: -1.035784 -3.052546 2.602005  0.26
H: 1.425243 -2.844729 2.933549  0.25

Force components x, y, z for each atom (eV/Å):
Pd -0.4 0.0 -0.1
C 0.0 0.0 0.0
Si 0.0 0.0 0.1
C 0.0 0.0 -0.1
C 0.0 0.0 0.0
N 0.5 0.0 0.0
C 0.0 0.1 0.1
C 0.0 -0.1 0.0
C 0.0 0.0 0.0
C 0.0 0.0 0.0
C 0.0 0.0 0.0
C 0.1 0.0 0.0
F 0.0 0.0 0.0
H 0.0 0.0 0.0
H 0.0 0.0 0.0
H 0.0 0.0 0.0
H 0.0 0.0 0.0
H 0.0 0.0 0.0
H 0.0 0.0 0.0
H 0.0 0.0 0.0
H 0.0 0.0 0.0
H 0.0 0.0 0.0
H 0.0 0.0 0.0
H 0.0 0.0 0.0
H 0.0 0.0 0.0
H 0.0 0.0 0.0
Br 0.0 0.0 0.0
C 0.0 0.0 0.0
C 0.0 0.0 0.0
C -0.1 0.0 -0.1
C 0.0 -0.1 0.3
C 0.0 0.0 -0.1
C 0.0 0.0 0.0
N 0.1 -0.1 -0.5
N -0.2 0.4 0.6
C 0.1 -0.3 -0.4
C 0.0 0.0 0.2
C -0.1 0.0 0.0
C 0.1 -0.1 0.1
O 0.0 0.1 0.0
C 0.1 0.1 -0.1
N 0.0 -0.1 0.0
C 0.0 0.0 0.0
C 0.0 0.0 0.0
C 0.0 0.0 0.0
C 0.1 0.0 0.0
H 0.0 0.0 0.0
H 0.0 0.0 0.0
H 0.0 0.0 0.0
H 0.0 0.0 0.0
H 0.0 0.0 0.0
H 0.0 0.0 0.0
H 0.0 0.0 0.0
H 0.0 0.0 0.0
H 0.0 0.0 0.0

The calculation puts the frontier orbital gap (spin up / spin down) at 0.1715 / 0.1687 Eh. The total energy is -4312.6587 Ha. Its charge is +2. For the HOMO energy (spin up / spin down), the calculation gives -12.953 / -12.875 eV.

***

The records above give, respectively, relative energy (zero: lowest compared OMol25 entry of this formula, charge and spin) values of 277.96 815.90 343.06 140.88 114.33 0.00 kJ/mol.